# 1
Formula: C26H36IOP2ScSi
Source: the OMol25 dataset
Level of theory: wB97M-V/def2-TZVPD

Computed properties:
relative energy (zero: lowest compared OMol25 entry of this formula, charge and spin): 0.0 kcal/mol
total charge: +2
energy: -3117.65510 Eh
E_HOMO: -0.492 hartree
LUMO energy: -0.277 hartree
2S+1: 1

XYZ file:
```
68
Properties=species:S:1:pos:R:3:lowdin_charge:R:1
C -1.15 3.67 -5.44 -0.2643
I -1.08 2.49 -3.48 0.9907
H -2.03 3.29 -5.97 0.0241
H -0.22 3.48 -5.98 0.0254
H -1.26 4.71 -5.15 0.0238
Sc -0.63 0.69 -1.29 0.1828
P 0.56 -1.00 -2.87 0.7257
C 2.29 -0.67 -3.37 -0.2353
C 0.71 -2.77 -2.46 -0.2243
H 1.05 -3.30 -3.36 0.0661
H 0.32 -1.82 -5.11 0.0641
H -0.27 -3.17 -2.14 0.0572
H -1.26 -1.35 -4.44 0.0551
H 2.96 -0.70 -2.49 0.0516
H 1.42 -2.93 -1.64 0.0412
C -0.21 -1.06 -4.53 -0.2776
H 2.58 -1.46 -4.08 0.0714
H -0.16 -0.08 -5.03 0.0129
H 2.37 0.31 -3.85 0.0552
P -1.80 2.41 0.28 0.7402
C -0.85 3.88 0.83 -0.2283
C -3.21 3.23 -0.56 -0.2843
H -3.14 1.01 1.75 0.0504
H -3.20 2.76 2.19 0.0685
H -1.77 1.75 2.61 0.0387
C -2.55 1.93 1.87 -0.2178
H -3.92 2.48 -0.91 0.0556
H -3.70 3.87 0.18 0.0639
H -1.55 4.52 1.40 0.0716
H -0.47 4.43 -0.03 0.0557
H -2.87 3.82 -1.42 0.0039
H -0.02 3.57 1.47 0.0474
C 1.17 1.83 -1.24 -0.2103
O 2.12 2.51 -1.29 0.1484
C 3.64 -4.02 1.20 -0.0597
C 2.29 -4.31 1.42 -0.0588
C 1.32 -3.31 1.26 -0.0907
C 1.69 -2.01 0.90 -0.3028
C 3.05 -1.73 0.67 -0.1076
C 4.02 -2.73 0.82 -0.0645
Si 0.45 -0.62 0.80 0.6901
C -1.22 -1.40 1.18 -0.3137
C -2.20 -1.47 0.17 -0.1531
C -3.42 -2.10 0.44 -0.0637
C -3.68 -2.66 1.70 -0.0441
C -2.70 -2.60 2.69 -0.0325
C -1.47 -1.98 2.43 -0.1000
C 0.97 0.57 2.15 -0.2949
C 0.40 0.57 3.44 -0.1039
C 0.94 1.36 4.45 -0.0554
C 2.02 2.21 4.19 -0.0574
C 2.56 2.25 2.91 -0.0611
C 2.04 1.44 1.90 -0.1353
H 4.40 -4.79 1.32 0.1165
H 1.99 -5.31 1.74 0.1150
H 0.27 -3.58 1.44 0.0980
H 3.36 -0.71 0.41 0.0931
H 5.07 -2.48 0.66 0.1140
H -2.01 -1.07 -0.86 0.0493
H -4.18 -2.15 -0.34 0.1143
H -4.64 -3.14 1.90 0.1227
H -2.88 -3.02 3.68 0.1235
H -0.69 -1.99 3.20 0.1164
H -0.46 -0.06 3.67 0.0839
H 0.51 1.31 5.45 0.1168
H 2.45 2.82 4.98 0.1172
H 3.41 2.91 2.68 0.1156
H 2.48 1.47 0.91 0.0631
```

# 2
Formula: C21H45N3O28S5
Source: the OMol25 dataset
Level of theory: wB97M-V/def2-TZVPD

Computed properties:
total charge: 0
energy: -5088.63432 Eh
E_HOMO: -0.342 hartree
LUMO energy: -0.013 hartree
2S+1: 1

XYZ file:
```
102
Properties=species:S:1:pos:R:3:lowdin_charge:R:1
C -9.58 -2.55 23.80 0.0862
N -8.98 -3.06 22.49 -0.4191
O -9.62 -3.89 21.91 0.0651
O -7.95 -2.52 22.14 0.0726
H -9.19 -3.27 24.50 0.0892
H -10.63 -2.56 23.78 0.0856
H -9.21 -1.55 23.89 0.0930
C -11.39 -5.33 19.16 0.0435
N -11.18 -3.98 18.55 -0.4244
O -10.39 -3.92 17.62 0.0530
O -11.68 -3.04 19.12 0.0684
H -12.46 -5.63 19.18 0.1115
H -10.99 -5.29 20.17 0.0819
H -10.85 -6.10 18.63 0.0528
C -7.63 -9.00 18.42 0.0691
N -8.75 -8.06 18.64 -0.4049
O -9.73 -8.20 17.94 0.0868
O -8.59 -7.14 19.43 0.0438
H -7.97 -10.00 18.27 0.1048
H -6.90 -8.96 19.20 0.0804
H -7.20 -8.70 17.49 0.0578
C -9.09 -6.68 24.57 -0.1482
C -8.88 -8.16 24.63 -0.1624
C -7.82 -8.42 23.55 -0.1824
O -6.99 -7.26 23.63 -0.1732
C -7.85 -6.16 23.73 -0.1933
H -8.97 -6.20 25.52 0.0977
H -10.06 -6.41 24.12 0.1138
H -9.77 -8.84 24.55 0.1281
H -8.40 -8.42 25.57 0.1082
H -8.18 -8.42 22.51 0.1249
H -7.16 -9.25 23.79 0.1216
H -8.22 -5.92 22.72 0.0982
H -7.36 -5.33 24.17 0.0922
C -7.57 -0.47 15.23 -0.1462
C -8.80 -1.28 15.68 -0.1373
C -8.47 -2.72 15.20 -0.1830
O -7.38 -2.60 14.28 -0.1352
C -6.58 -1.55 14.77 -0.2231
H -7.12 0.12 16.02 0.0989
H -7.83 0.14 14.37 0.1084
H -9.71 -0.86 15.25 0.1054
H -8.96 -1.36 16.77 0.1060
H -9.30 -3.14 14.66 0.1190
H -8.07 -3.40 15.95 0.0932
H -5.89 -1.16 14.03 0.1244
H -6.03 -1.95 15.63 0.1010
C -3.75 -8.24 22.28 -0.1543
C -4.54 -7.23 21.38 -0.1297
O -4.70 -7.85 20.09 -0.1921
S -3.61 -8.94 20.07 0.5136
O -2.37 -8.33 19.63 -0.2170
O -4.13 -10.09 19.42 -0.2218
O -3.51 -9.38 21.52 -0.1427
H -4.36 -8.56 23.12 0.1355
H -2.82 -7.81 22.62 0.1311
H -4.01 -6.29 21.24 0.1260
H -5.55 -7.07 21.74 0.1127
C -4.16 0.43 17.18 -0.1363
C -2.84 0.17 17.91 -0.1663
O -2.19 -0.79 17.15 -0.1731
S -2.49 -0.58 15.67 0.5487
O -2.66 -1.86 15.05 -0.2297
O -1.63 0.45 15.18 -0.2028
O -3.93 -0.04 15.88 -0.1901
H -4.32 1.47 17.07 0.1261
H -4.97 -0.14 17.61 0.1019
H -3.03 -0.33 18.87 0.1292
H -2.20 1.04 18.06 0.1354
C -7.49 -3.92 18.67 -0.1485
C -6.63 -4.78 19.60 -0.1381
O -5.56 -3.93 20.00 -0.1849
S -5.33 -2.83 18.97 0.5155
O -4.12 -3.03 18.25 -0.2035
O -5.51 -1.54 19.58 -0.2426
O -6.55 -3.05 18.05 -0.1693
H -8.30 -3.37 19.15 0.1303
H -7.84 -4.57 17.85 0.1018
H -6.23 -5.67 19.11 0.1086
H -7.07 -5.06 20.57 0.1261
C -4.60 -2.64 22.53 -0.1480
C -3.81 -1.88 23.64 -0.1489
O -3.28 -2.89 24.40 -0.1511
S -4.15 -4.16 24.34 0.5196
O -4.92 -4.32 25.52 -0.2133
O -3.37 -5.23 23.89 -0.1958
O -5.18 -3.74 23.24 -0.1938
H -4.00 -3.08 21.77 0.1102
H -5.44 -2.07 22.10 0.1152
H -4.47 -1.25 24.23 0.1381
H -2.98 -1.33 23.23 0.1363
C -4.16 -5.19 15.65 -0.1486
C -3.38 -6.05 16.62 -0.0897
O -4.34 -7.04 17.13 -0.1811
S -5.62 -6.95 16.18 0.5430
O -6.56 -6.13 16.85 -0.2222
O -6.11 -8.20 15.73 -0.2001
O -5.12 -6.06 15.05 -0.1404
H -3.46 -4.83 14.87 0.1492
H -4.68 -4.33 16.04 0.1126
H -3.07 -5.48 17.46 0.1232
H -2.61 -6.64 16.17 0.1322
```

# 3
Formula: C3H10S2
Source: the OMol25 dataset
Level of theory: wB97M-V/def2-TZVPD

Computed properties:
relative energy (zero: lowest compared OMol25 entry of this formula, charge and spin): 7.7 kcal/mol
⟨S²⟩: 0.755
total charge: +1
energy: -916.33272 Eh
E_HOMO (alpha / beta): -0.559 / -0.559 hartree
LUMO energy (alpha / beta): -0.173 / -0.320 hartree
2S+1: 2

XYZ file:
```
15
Properties=species:S:1:pos:R:3:mulliken_spin:R:1
C 0.67 0.37 -1.78 0.0024
C -0.58 1.08 -1.27 -0.0010
H 0.52 -0.70 -1.67 -0.0017
H 1.51 0.66 -1.16 -0.0003
H 0.82 0.59 -2.83 0.0004
H -0.86 0.89 -0.24 -0.0001
H -0.59 2.14 -1.48 -0.0001
H -1.45 0.72 -1.84 0.0000
C 0.56 -0.18 2.17 -0.0032
S -0.52 -1.51 2.70 0.5796
S -0.89 -2.57 1.06 0.3469
H 1.52 -0.66 1.97 0.0368
H 0.61 0.61 2.92 -0.0026
H 0.17 0.26 1.25 0.0188
H -1.48 -1.71 0.21 0.0241
```

# 4
Formula: C4H9NO3
Source: the OMol25 dataset
Level of theory: wB97M-V/def2-TZVPD

Computed properties:
relative energy (zero: lowest compared OMol25 entry of this formula, charge and spin): 233.0 kcal/mol
total charge: 0
energy: -437.95771 Eh
E_HOMO: -0.307 hartree
LUMO energy: -0.152 hartree
2S+1: 1

XYZ file:
```
17
Properties=species:S:1:pos:R:3:lowdin_charge:R:1
C 0.29 1.09 0.37 -0.2100
N 0.15 -0.25 0.59 -0.0679
C 1.08 -1.21 0.05 -0.0288
C -1.13 -0.71 0.84 -0.0578
C -2.25 0.00 0.45 0.1906
O -1.23 -0.95 -1.75 -0.2180
O -0.64 1.86 0.41 0.1108
H 1.31 1.42 0.15 0.1342
H 1.94 -0.55 -0.41 0.0363
H 0.52 -1.75 -0.72 0.0786
H 1.60 -1.86 0.75 0.1066
H -2.24 0.53 -0.49 0.0728
H -1.14 -1.68 1.31 0.1447
H -3.16 -0.21 1.00 0.0973
H 3.59 1.04 0.00 -0.0378
H -1.47 -1.45 -2.53 -0.0305
O 3.05 0.36 -0.43 -0.3209
```

# 5
Formula: C4H4N2
Source: the OMol25 dataset
Level of theory: wB97M-V/def2-TZVPD

Computed properties:
relative energy (zero: lowest compared OMol25 entry of this formula, charge and spin): 77.7 kcal/mol
SMILES: C#C.C#C.N#N
total charge: 0
energy: -264.20264 Eh
E_HOMO: -0.384 hartree
LUMO energy: 0.047 hartree
2S+1: 1

XYZ file:
```
10
Properties=species:S:1:pos:R:3:lowdin_charge:R:1
C 1.72 1.27 0.25 -0.0257
C 2.10 0.30 -0.35 -0.0322
H 1.39 2.13 0.79 0.0229
H 2.45 -0.57 -0.87 0.0073
C -2.30 0.03 0.21 -0.0375
C -1.59 0.85 -0.28 -0.0268
H -2.93 -0.71 0.66 0.0133
H -0.93 1.57 -0.72 0.0077
N 0.49 -2.41 -0.16 0.0331
N -0.40 -2.45 0.47 0.0380
```

# 6
Formula: C59H52FN2OP3S2SiZr
Source: the OMol25 dataset
Level of theory: wB97M-V/def2-TZVPD

Computed properties:
⟨S²⟩: 0.757
total charge: +1
energy: -4721.03633 Eh
E_HOMO (alpha / beta): -0.320 / -0.338 hartree
LUMO energy (alpha / beta): -0.082 / -0.106 hartree
2S+1: 2

XYZ file:
```
122
Properties=species:S:1:pos:R:3:mulliken_spin:R:1
Zr -0.97 0.58 0.28 0.0891
C -0.39 -6.01 -3.10 0.0015
C -1.36 -5.53 -2.24 0.0017
C -1.38 -4.19 -1.89 0.0062
C -0.42 -3.32 -2.41 0.0030
C 0.58 -3.82 -3.24 0.0042
C 0.58 -5.16 -3.60 -0.0009
P -0.33 -1.61 -1.79 0.0180
C -2.15 -1.27 -1.90 -0.0354
C -2.96 -1.46 -0.77 0.0948
C -4.34 -1.33 -0.85 0.0088
C -4.94 -1.01 -2.06 0.0017
C -4.16 -0.82 -3.18 0.0011
C -2.78 -0.95 -3.11 -0.0028
C 0.27 -0.66 -3.25 0.0082
C 0.11 -1.02 -4.58 0.0019
C 0.63 -0.23 -5.59 0.0011
C 1.31 0.94 -5.27 -0.0001
C 1.50 1.29 -3.94 0.0011
C 0.99 0.50 -2.93 0.0034
Si 1.33 0.70 -1.04 -0.0824
C 2.71 -0.64 -0.93 -0.0095
C 3.87 -0.55 -1.70 0.0024
C 4.93 -1.41 -1.54 -0.0002
C 4.86 -2.41 -0.58 0.0006
C 3.70 -2.57 0.15 -0.0017
C 2.61 -1.72 -0.05 0.0197
P 1.19 -2.13 1.02 -0.0657
C 1.03 -3.93 0.88 0.0308
C 1.55 -4.63 -0.20 -0.0092
C 1.38 -6.00 -0.28 0.0012
C 0.67 -6.68 0.69 0.0012
C 0.11 -5.98 1.75 -0.0046
C 0.29 -4.61 1.85 0.0082
C 1.99 -1.77 2.62 0.0414
C 2.46 -2.70 3.53 -0.0079
C 3.14 -2.26 4.66 -0.0007
C 3.34 -0.90 4.87 -0.0009
C 2.87 0.02 3.94 -0.0019
C 2.20 -0.41 2.82 0.0512
C 2.17 2.41 -0.72 0.0227
C 3.54 2.62 -0.78 0.0008
C 4.09 3.87 -0.57 0.0004
C 3.28 4.96 -0.29 0.0001
C 1.91 4.77 -0.19 -0.0009
C 1.36 3.50 -0.38 -0.0157
P -0.46 3.36 -0.25 0.0105
C -0.81 4.30 1.28 0.0069
C 0.10 4.34 2.34 0.0019
C -0.26 4.90 3.55 -0.0011
C -1.54 5.42 3.72 0.0011
C -2.45 5.38 2.68 -0.0007
C -2.09 4.81 1.47 0.0015
C -0.82 4.54 -1.61 0.0033
C -1.14 5.89 -1.46 0.0008
C -1.30 6.69 -2.59 -0.0002
C -1.15 6.15 -3.85 0.0004
C -0.84 4.81 -4.00 0.0000
C -0.69 4.01 -2.89 0.0016
H -0.39 -7.05 -3.38 0.0001
H -2.11 -6.19 -1.84 -0.0001
H -2.14 -3.82 -1.22 -0.0048
H 1.35 -3.16 -3.61 0.0000
H 1.35 -5.53 -4.26 0.0000
H -2.52 -1.78 0.17 -0.0492
H -4.94 -1.51 0.02 0.0021
H -6.02 -0.93 -2.12 -0.0001
H -4.62 -0.59 -4.13 0.0000
H -2.19 -0.81 -4.01 -0.0001
H -0.41 -1.94 -4.84 0.0001
H 0.50 -0.52 -6.62 0.0003
H 1.71 1.55 -6.06 0.0000
H 2.05 2.19 -3.70 -0.0003
H 3.93 0.23 -2.45 -0.0001
H 5.82 -1.30 -2.14 0.0001
H 5.70 -3.07 -0.40 -0.0002
H 3.63 -3.35 0.89 0.0013
H 2.09 -4.11 -0.97 -0.0016
H 1.82 -6.54 -1.11 0.0000
H 0.55 -7.75 0.63 0.0001
H -0.46 -6.50 2.50 -0.0002
H -0.15 -4.06 2.67 0.0093
H 2.31 -3.76 3.37 0.0009
H 3.52 -2.97 5.38 0.0001
H 3.88 -0.56 5.74 0.0000
H 3.04 1.08 4.09 0.0003
H 1.84 0.29 2.07 0.0005
H 4.19 1.79 -0.99 0.0002
H 5.16 4.00 -0.63 -0.0001
H 3.69 5.94 -0.15 0.0000
H 1.27 5.60 0.04 0.0000
H 1.09 3.92 2.21 0.0001
H 0.45 4.94 4.36 0.0000
H -1.82 5.85 4.67 0.0001
H -3.45 5.79 2.81 0.0000
H -2.82 4.75 0.67 -0.0005
H -1.26 6.32 -0.48 0.0002
H -1.53 7.73 -2.47 0.0000
H -1.28 6.77 -4.72 0.0000
H -0.72 4.39 -4.99 0.0000
H -0.44 2.96 -3.00 0.0023
O -2.30 1.56 -1.65 0.0013
H -2.53 1.24 -2.54 0.0012
H -3.01 2.16 -1.38 -0.0019
F -0.20 1.45 1.81 -0.0085
S -1.26 -1.53 2.45 0.3964
C -0.41 -1.39 0.94 0.4325
S -3.48 1.30 1.09 -0.0067
C -3.60 1.44 2.77 0.0090
N -4.82 1.52 3.31 0.0010
C -5.04 1.76 4.72 0.0003
C -3.87 1.20 5.52 -0.0004
C -2.56 1.75 4.96 0.0048
N -2.51 1.51 3.53 0.0263
H -5.60 1.49 2.68 0.0001
H -5.97 1.29 5.02 -0.0001
H -5.12 2.84 4.91 0.0001
H -3.86 0.11 5.45 -0.0006
H -3.97 1.49 6.57 0.0001
H -1.70 1.25 5.41 0.0021
H -2.46 2.82 5.15 0.0005
H -1.61 1.37 3.09 -0.0299
```

# 7
Formula: C19H52B2NO30
Source: the OMol25 dataset
Level of theory: wB97M-V/def2-TZVPD

Computed properties:
relative energy (zero: lowest compared OMol25 entry of this formula, charge and spin): 0.0 kcal/mol
total charge: -1
energy: -3117.08575 Eh
E_HOMO: -0.292 hartree
LUMO energy: 0.049 hartree
2S+1: 1

XYZ file:
```
104
Properties=species:S:1:pos:R:3:lowdin_charge:R:1
C 4.47 -1.29 -4.85 -0.1293
C 3.17 -1.17 -4.07 -0.2441
C 2.56 -2.45 -3.45 -0.1915
C 1.16 -2.34 -2.90 -0.1353
N 0.66 -3.58 -2.28 -0.1899
C 1.46 -3.87 -0.94 -0.0044
C 2.52 -5.02 -1.29 -0.1019
C 1.95 -5.67 -2.63 -0.1349
C 0.75 -4.81 -3.13 -0.1205
C -0.76 -3.31 -1.96 -0.1291
C -1.67 -3.04 -3.19 -0.2238
C -3.15 -3.11 -2.87 -0.0908
H 4.52 -2.31 -5.07 0.0364
H 5.39 -1.05 -4.43 0.0430
H 4.51 -0.55 -5.83 0.1343
H 2.32 -0.89 -4.94 0.1677
H 3.42 -0.34 -3.40 0.1004
H 3.20 -2.85 -2.69 0.0951
H 2.61 -3.19 -4.29 0.1249
H 0.51 -2.21 -3.79 0.1278
H 1.15 -1.40 -2.33 0.1301
H 0.93 -4.22 -0.03 0.1478
H 1.95 -3.10 -0.64 0.0177
H 2.52 -5.68 -0.53 0.0602
H 3.58 -4.62 -1.39 0.1331
H 1.46 -6.69 -2.47 0.1156
H 2.88 -5.98 -3.24 0.1335
H -0.33 -5.33 -3.13 0.1624
H 0.77 -4.57 -4.23 0.1395
H -0.70 -2.46 -1.34 0.1106
H -1.24 -4.19 -1.49 0.1473
H -1.56 -3.92 -3.91 0.1098
H -1.41 -2.14 -3.79 0.1155
H -3.40 -2.67 -1.89 0.0825
H -3.49 -4.13 -2.95 0.0690
H -3.78 -2.64 -3.61 0.0763
O 0.70 -1.65 0.97 0.0807
C 0.57 -0.48 1.43 -0.4321
O -0.34 0.30 1.28 0.2955
B -0.07 1.58 1.91 -0.7948
O 1.21 1.37 2.56 0.3181
C 1.60 0.17 2.26 -0.2079
O 2.86 -0.23 2.41 0.0482
O -1.09 2.08 2.94 0.2572
C -1.56 3.13 2.54 -0.4381
O -2.53 3.75 3.01 0.1316
C -0.99 3.57 1.31 -0.3144
O -0.06 2.68 0.95 0.2540
O -1.19 4.46 0.52 0.1211
O -2.38 -3.55 1.36 0.1338
C -2.50 -2.36 1.56 -0.4561
O -3.28 -1.67 0.80 0.2560
B -3.50 -0.39 1.59 -0.7826
O -2.90 -0.62 2.92 0.2739
C -2.21 -1.71 2.78 -0.4674
O -1.27 -1.94 3.45 0.2107
O -4.94 -0.10 1.82 0.2902
C -5.20 0.93 1.13 -0.4580
O -6.38 1.31 0.99 0.1339
C -4.07 1.36 0.50 -0.3804
O -2.98 0.81 0.88 0.2473
O -3.88 2.45 -0.14 0.1169
O -1.85 1.34 5.37 -0.1034
H -2.09 1.63 4.37 0.0886
H -2.76 1.13 5.70 0.0640
O 5.72 0.17 2.01 -0.0820
H 4.90 -0.21 1.82 -0.0539
H 5.88 0.83 1.23 0.0943
O -3.44 5.93 0.66 0.0374
H -4.10 5.86 0.14 -0.0671
H -2.69 5.39 0.43 -0.0069
O 0.15 6.88 -0.24 -0.1335
H -0.28 6.60 0.68 0.0529
H 0.74 7.64 -0.12 0.0185
O 1.33 -3.42 3.11 -0.0578
H 1.26 -3.14 2.13 0.0365
H 0.42 -3.53 3.22 -0.0384
O 3.85 0.09 5.00 -0.0064
H 4.33 0.77 5.31 -0.0414
H 3.93 0.34 4.08 -0.0007
O 3.51 -1.07 -0.30 -0.0820
H 3.03 -0.36 -0.78 -0.0115
H 2.95 -1.01 0.48 -0.0109
O 0.12 3.42 5.61 -0.0524
H 0.35 4.26 5.18 0.0398
H -0.65 2.94 5.35 -0.0329
O -1.20 3.30 -2.19 -0.0477
H -1.83 3.64 -1.53 0.0394
H -1.30 3.89 -2.96 0.0727
O 1.64 3.54 -1.21 -0.0356
H 0.88 3.49 -0.68 -0.0353
H 1.76 4.45 -1.48 0.0308
O -1.10 6.75 2.39 -0.0711
H -1.76 6.20 2.03 -0.0357
H -1.33 7.40 3.16 0.1255
O 1.74 0.58 -1.16 -0.0401
H 1.68 0.87 -2.10 0.0866
H 0.93 0.06 -1.17 0.0096
O -1.13 0.36 -1.56 -0.0962
H -1.02 0.17 -0.66 -0.0408
H -1.05 1.49 -1.61 0.1460
O -4.73 4.54 4.06 -0.1125
H -5.50 4.17 3.51 0.0757
H -3.86 4.14 3.95 -0.0441
```

Question: What is the 2S+1 in the seventh record?
Answer: 1

Question: Which formula does entry 4 have?
Answer: C4H9NO3